1.
16
Properties=species:S:1:pos:R:3 method="wB97M-V/def2-TZVPD" charge=0 de_lowest_kcal_mol=79.1 e_tot_ha=-1045.9596
C 0.1262 2.9120 1.8259
C 1.0424 -1.9194 0.0051
C -0.3297 -1.2879 -2.4057
N -1.4865 -1.6192 -2.7461
O -1.2865 -0.3413 -0.1459
S 0.8403 1.2901 1.8578
S 0.0556 -0.4380 -0.7495
H -0.9736 2.8252 1.9047
H 0.2280 3.3257 0.7677
H 0.6199 3.5978 2.3937
H 1.8093 -2.1479 -0.6632
H 0.2108 -2.5709 0.1932
H 1.3939 -1.8214 0.9680
H 0.4395 -1.2577 -3.1430
H -0.4462 0.9275 1.8485
H -2.2431 -1.4745 -1.9112



2.
16
Properties=species:S:1:pos:R:3 method="wB97M-V/def2-TZVPD" smiles="O=C1[C@H]([SiH3])CN1[SiH3]" charge=0 de_lowest_kcal_mol=11.7 e_tot_ha=-828.6152
O 1.2972 1.1939 -1.4876
C 0.7538 0.6365 -0.5550
C 1.0203 -0.5957 0.2769
Si 0.9307 -2.2654 -0.7985
C -0.2333 -0.1588 1.0632
N -0.4196 0.9454 0.2243
Si -1.6179 2.2134 0.0584
H 2.1475 -0.4760 0.6231
H 1.3556 -1.7811 -2.1594
H -0.4084 -2.9997 -0.9053
H 1.8812 -3.2145 0.1480
H -0.8833 -1.0193 1.1764
H 0.0040 0.0779 2.0208
H -1.0702 3.3643 0.8682
H -2.9107 1.5613 0.7714
H -1.8470 2.5178 -1.3248